Entry 1:
{"formula": "C3H7N4S", "method": "the ωB97M-V functional and the def2-TZVPD basis", "homo_ha": -0.500, "e_lumo_ev": -5.252, "smiles": "[H]/N=N\\N=[N+](\\C)[C@H]1CS1", "mol_weight_g_mol": 131.18, "total_charge": 1, "total_energy_ha": -735.2858, "homo_lumo_gap_ev": 8.36, "multiplicity": 1, "species": ["C", "C", "C", "N", "N", "N", "N", "S", "H", "H", "H", "H", "H", "H", "H"], "positions_angstrom": [[-0.5476, 0.4923, -0.7118], [0.1394, 0.1918, -1.9953], [-0.1552, 0.6288, 1.7371], [-0.5354, -3.4384, -0.4269], [-0.4054, -2.3352, -0.0333], [-0.0396, -1.4303, 0.6432], [-0.1835, -0.1545, 0.5178], [-1.5849, -0.3699, -1.9387], [-0.8288, 1.5193, -0.5070], [0.3367, 1.0126, -2.6731], [0.8940, -0.5833, -2.0275], [0.1796, -0.0089, 2.5515], [-1.1510, 1.0082, 1.9725], [0.5343, 1.4659, 1.6285], [0.2160, -3.9828, -0.8530]], "forces_ev_per_a": [[-0.24, -0.02, -0.81], [-0.05, 0.04, 0.03], [0.19, 0.28, 0.71], [-1.27, -1.15, -0.08], [0.39, 0.19, -0.57], [0.02, 0.43, 1.10], [0.02, -0.11, -0.78], [0.23, 0.02, 0.50], [0.07, -0.08, -0.01], [-0.04, 0.07, 0.11], [0.03, -0.05, 0.12], [0.01, 0.04, -0.04], [-0.01, -0.07, -0.10], [-0.02, -0.09, -0.04], [0.66, 0.52, -0.14]]}


Entry 2:
{"formula": "C3H7N5", "method": "the ωB97M-V functional and the def2-TZVPD basis", "homo_ha": -0.322, "e_lumo_ev": -0.252, "mol_weight_g_mol": 113.12, "total_energy_ha": -391.9697, "homo_lumo_gap_ev": 8.51, "multiplicity": 1, "species": ["C", "C", "C", "H", "H", "H", "H", "H", "H", "H", "N", "N", "N", "N", "N"], "positions_angstrom": [[1.3182, -1.0645, -0.8926], [-0.5523, 0.7459, -0.3382], [-0.7443, 0.4988, 2.9316], [1.0291, 0.7735, -3.0736], [-0.8889, 0.6479, -2.5009], [2.0778, -1.0066, -1.6423], [0.1741, -1.8626, 0.8243], [-0.9730, 1.2555, -1.1189], [-0.9987, -0.4656, 3.7621], [-0.8190, 1.7631, 2.9309], [0.2813, 0.1390, -2.5734], [0.5860, 0.1072, -0.9961], [1.1915, -1.9591, 0.1403], [-1.0466, 0.6591, 0.8245], [-0.6352, -0.2315, 1.7224]], "forces_ev_per_a": [[-1.95, -2.67, 6.73], [2.92, -3.53, 0.76], [-0.31, -4.74, -1.85], [-2.25, -0.83, 1.56], [5.11, -1.77, -1.37], [0.75, -1.00, -0.04], [3.97, 0.51, -2.91], [-1.54, 2.23, -0.73], [1.42, 3.85, -1.54], [-0.13, -4.06, 0.25], [-2.56, 2.63, 1.60], [-2.18, 1.36, -3.19], [-2.12, 2.53, -2.39], [-0.06, 1.47, -3.56], [-1.07, 4.01, 6.68]]}


Entry 3:
{"formula": "C3H7N5", "method": "the ωB97M-V functional and the def2-TZVPD basis", "homo_ha": -0.368, "e_lumo_ev": 0.573, "smiles": "CN(C)n1cnnn1", "mol_weight_g_mol": 113.12, "total_energy_ha": -392.0718, "homo_lumo_gap_ev": 10.59, "multiplicity": 1, "species": ["C", "C", "C", "H", "H", "H", "H", "H", "H", "H", "N", "N", "N", "N", "N"], "positions_angstrom": [[1.0243, -0.2617, 1.1344], [-0.3291, 1.6882, 0.7931], [-1.0586, -1.2665, -0.8847], [1.4346, -1.2000, 0.6904], [0.1857, -0.5796, 2.0460], [1.9904, 0.1368, 1.8924], [0.6311, 2.4210, 1.1279], [-1.0687, 1.4457, 1.5958], [-0.8267, 2.0108, -0.1510], [-1.5545, -1.3988, -0.1208], [0.5175, 0.5600, 0.0508], [-0.0297, -0.3876, -1.0169], [-1.2109, -1.7555, -2.0607], [-0.1791, -1.1194, -2.8620], [0.4737, -0.2934, -2.2347]], "forces_ev_per_a": [[1.36, -1.96, 3.79], [2.53, 0.44, -3.13], [6.02, 2.57, -8.64], [-0.35, 0.60, 0.60], [1.97, 0.77, -2.70], [-2.83, -0.35, -2.72], [-3.20, -1.89, -0.79], [0.97, -0.34, -0.58], [-0.07, 1.03, 1.27], [-4.78, -1.40, 7.63], [-0.42, -0.82, 1.72], [0.63, 4.14, 5.91], [0.94, -0.22, -1.88], [-2.75, -2.93, -2.33], [-0.03, 0.36, 1.83]]}